# 1
{"formula": "C5H12Cl4O2", "method": "ωB97M-V with the def2-TZVPD basis set", "charge": 0, "gap_ha": 0.383, "species": ["Cl", "Cl", "Cl", "Cl", "O", "O", "C", "C", "C", "C", "C", "H", "H", "H", "H", "H", "H", "H", "H", "H", "H", "H", "H"], "coordinates": [[0.25322, -0.56678, 1.09661], [-1.60195, 0.48699, -1.00018], [1.18126, 0.45243, -1.46857], [-0.15455, 2.25491, 0.49162], [0.25425, 5.36590, 0.11183], [0.99463, -4.79814, 0.93263], [0.80709, -7.15084, 0.64366], [-2.07430, 6.31923, -0.04438], [-0.08263, 0.69194, -0.16640], [-0.79328, 5.76376, -0.76672], [1.65602, -5.93535, 0.43731], [0.76945, 4.79420, -0.44211], [2.56977, -5.98038, 1.04463], [-2.84986, 6.25255, -0.81916], [-0.14433, -7.04605, 0.16801], [0.87516, -4.20714, 0.19655], [0.67839, -7.34265, 1.76685], [1.25470, -7.99306, 0.21360], [-2.31583, 5.66503, 0.70466], [-0.32604, 6.50409, -1.42941], [-0.99206, 4.83414, -1.28650], [1.87169, -5.75885, -0.61453], [-1.83078, 7.39406, 0.23000]], "forces_ev_per_a": [[-0.4, 0.7, -0.6], [-0.8, -0.8, -0.1], [-0.2, 0.5, 0.8], [0.8, 1.2, 0.7], [-0.3, 0.5, 1.2], [-0.6, 0.7, 0.4], [-0.2, 0.3, 2.2], [2.6, 1.8, -3.2], [0.6, -1.6, -0.8], [-0.2, 0.2, 0.3], [0.4, 0.2, 0.5], [0.8, -0.4, 0.0], [0.2, -0.4, -0.6], [0.0, 0.5, 0.3], [-0.8, 0.2, -0.1], [-0.2, 0.5, -0.1], [0.0, 0.3, -1.6], [0.9, -1.4, -0.5], [-0.6, -1.2, 2.3], [-0.7, 0.0, -0.3], [-0.8, 0.1, -0.7], [0.4, -0.3, -0.1], [-0.8, -1.4, 0.1]], "nbo_charge": [0.04, 0.06, 0.01, 0.11, -0.73, -0.73, -0.62, -0.62, -0.22, -0.06, -0.06, 0.46, 0.17, 0.21, 0.21, 0.47, 0.21, 0.21, 0.21, 0.16, 0.15, 0.16, 0.22]}

---

# 2
{"formula": "C30H65N3O18PS5", "method": "ωB97M-V with the def2-TZVPD basis set", "charge": 1, "gap_ha": 0.324, "species": ["S", "S", "S", "S", "S", "P", "O", "O", "O", "O", "O", "O", "O", "O", "O", "O", "O", "O", "O", "O", "O", "O", "O", "O", "N", "N", "N", "C", "C", "C", "C", "C", "C", "C", "C", "C", "C", "C", "C", "C", "C", "C", "C", "C", "C", "C", "C", "C", "C", "C", "C", "C", "C", "C", "C", "C", "C", "H", "H", "H", "H", "H", "H", "H", "H", "H", "H", "H", "H", "H", "H", "H", "H", "H", "H", "H", "H", "H", "H", "H", "H", "H", "H", "H", "H", "H", "H", "H", "H", "H", "H", "H", "H", "H", "H", "H", "H", "H", "H", "H", "H", "H", "H", "H", "H", "H", "H", "H", "H", "H", "H", "H", "H", "H", "H", "H", "H", "H", "H", "H", "H", "H"], "coordinates": [[-2.02937, 0.41695, -6.85014], [-3.53487, 3.53561, 1.01632], [-1.95024, -1.00928, 5.33609], [-6.11912, 4.03985, 7.64249], [2.32319, -2.94504, 3.02786], [1.08624, -3.11827, 1.56616], [-0.72176, -0.64693, 5.96777], [-3.07445, 0.02082, 5.74358], [-4.60594, 2.59368, 0.92906], [-6.55953, 5.39428, 7.75880], [-3.20503, 0.93335, -7.47344], [-1.98752, -1.21420, 3.91232], [-3.49759, 4.40929, -0.31363], [-0.05019, -4.16328, 1.92716], [1.66826, -3.60724, 0.20333], [6.78929, -0.01224, -2.15327], [-7.34002, 3.14371, 7.16295], [9.75572, -1.96397, -1.74271], [-2.19862, 3.08246, 1.28650], [-4.96976, 3.72798, 6.84580], [-1.69030, 0.83142, -5.51834], [0.12097, -1.97138, -2.18867], [3.77186, 0.40549, -0.26624], [-0.78628, 0.65462, -7.80164], [1.67553, -0.74685, -0.26207], [-0.20607, 0.46577, 0.59786], [0.25925, -1.62252, 1.34294], [-2.94802, 1.87226, 4.11227], [0.56482, -0.63304, 0.52624], [-3.96037, 4.81510, 2.14155], [0.34051, -6.81881, -1.41801], [-2.03447, -1.34046, -6.92386], [0.65027, -4.26328, -2.50912], [11.72863, -3.28911, -2.05720], [4.99251, -0.29518, -0.53608], [11.10087, -1.89944, -2.17684], [2.90480, -0.29531, 0.54198], [0.83072, -2.86626, -3.03656], [-0.90975, 0.16488, -2.35320], [1.54976, -0.07546, -1.57111], [-3.71825, 2.71733, -2.09547], [7.68944, -0.87051, -1.46066], [1.66324, -5.21118, -2.63824], [-2.81425, 1.43741, 5.55726], [-5.92868, 3.32894, 9.23883], [-7.30103, 3.30063, 4.71496], [-2.63731, -2.41900, 6.12978], [0.38249, -0.61067, -2.44192], [-0.53615, -4.60261, -1.85021], [5.90228, 0.66598, -1.30668], [8.98825, -0.88360, -2.22215], [-8.06621, 3.57628, 5.99142], [-2.85356, 3.76860, -1.43201], [-0.56321, 1.99501, -8.30310], [1.50952, -6.48441, -2.09828], [0.05465, 2.90853, -7.26482], [-0.68647, -5.87585, -1.31259], [-7.92176, 3.51509, 3.84507], [0.11062, 1.86933, -9.14714], [6.45252, 1.27677, -0.58890], [-1.50040, 2.39850, -8.68721], [12.09764, -3.63499, -3.01506], [-3.15489, 5.54335, 2.16796], [12.57565, -3.27313, -1.38094], [1.51042, 1.01104, -1.48864], [-4.68370, 3.12331, -2.39305], [0.20492, -7.79135, -0.97380], [1.88961, -2.61119, -2.97456], [7.85879, -0.51812, -0.44403], [1.73636, -4.57413, 0.15791], [10.97990, -3.97533, -1.68122], [5.46807, -0.56094, 0.40525], [-2.80806, -1.68727, -6.24207], [0.32575, 3.85873, -7.72384], [11.65788, -1.19365, -1.55862], [-3.64620, -2.57429, 5.75703], [-0.63887, 3.10876, -6.44900], [-1.59788, -6.12277, -0.79322], [-0.75994, 1.19480, -2.04682], [-6.81952, 3.53766, 9.82378], [-1.51331, -0.30753, -1.57525], [-0.55066, -1.49987, 1.95131], [2.46072, -0.28434, -2.11447], [-1.91172, 3.34085, -1.08161], [-3.90068, 1.88477, -1.41633], [-5.77224, 2.25939, 9.12891], [7.27531, -1.87779, -1.44213], [-8.99877, 3.01694, 6.00975], [2.57950, 0.35337, 1.35759], [-3.55612, 1.94020, 6.17296], [-6.98064, 2.25965, 4.67434], [0.14880, 1.24854, 0.06811], [9.52037, 0.05847, -2.07795], [3.34834, -1.17448, 0.99681], [-1.33777, -3.89313, -1.73797], [-1.52089, 0.12006, -3.24145], [-2.16294, 1.44299, 3.49094], [-1.06115, -1.70765, -6.60924], [-2.63646, -2.24831, 7.20210], [-4.88993, 5.27349, 1.81486], [-1.83103, 1.67912, 5.96184], [-2.25806, -1.64705, -7.94132], [8.77310, -1.01128, -3.28575], [-1.20082, 0.33275, 0.46679], [0.94827, 2.45351, -6.83732], [5.25178, 1.29832, -1.90049], [0.75124, -0.51843, -3.46509], [2.58327, -4.95715, -3.14352], [-2.00779, -3.26952, 5.87825], [-4.09298, 4.36018, 3.12154], [-6.40712, 3.92077, 4.65756], [0.01513, -4.31811, 2.88017], [-2.87596, 2.95719, 4.04601], [-5.05593, 3.79330, 9.69222], [4.80877, -1.19621, -1.12006], [2.29960, -7.21248, -2.18504], [11.15703, -1.55756, -3.21031], [-3.90653, 1.55495, 3.70110], [0.48685, -2.77018, -4.06636], [-8.31854, 4.63329, 6.08388], [-3.20796, 2.33692, -2.98212], [-2.60757, 4.56113, -2.13518]], "forces_ev_per_a": [[0.2, -0.2, -0.2], [-0.2, 0.7, -0.1], [-0.5, 0.1, 0.5], [-0.4, -0.2, 0.3], [-0.1, 0.1, -0.3], [1.4, -0.4, 1.9], [0.2, 0.0, -0.2], [0.0, -0.2, -0.1], [0.1, -0.2, 0.2], [0.1, 0.1, -0.1], [-0.1, 0.2, 0.1], [0.3, -0.1, -0.4], [-0.1, -0.1, 0.3], [-0.5, 0.3, -0.4], [-0.4, 0.4, -0.4], [0.0, 0.2, -0.1], [0.1, 0.0, 0.1], [-0.2, 0.1, -0.1], [0.1, -0.4, -0.1], [0.2, 0.1, -0.1], [-0.1, 0.0, 0.1], [-0.4, 0.0, 0.0], [0.2, -0.2, 0.2], [0.0, -0.1, 0.1], [0.1, 1.1, 0.3], [0.2, -0.2, -1.0], [-0.4, -0.9, -0.7], [0.1, -0.4, 0.0], [-0.4, -0.2, 0.2], [0.0, 0.1, 0.0], [-0.2, 0.5, -0.1], [0.0, -0.1, 0.0], [-0.4, -0.1, 0.0], [0.1, 0.4, 0.0], [0.3, 0.4, -0.1], [0.4, -0.5, 0.1], [0.0, -0.1, 0.1], [0.3, 0.0, 0.8], [-0.6, -0.4, 1.0], [-0.1, -0.4, -0.2], [0.0, -0.1, 0.1], [-0.2, 0.1, -0.3], [-0.3, 0.0, 0.1], [0.0, 0.6, 0.0], [0.0, 0.0, 0.0], [0.2, 0.0, 0.0], [-0.1, -0.1, 0.0], [0.4, 0.2, -0.5], [0.4, -0.6, -0.1], [-0.3, -0.5, 0.3], [0.1, -0.2, 0.1], [-0.2, 0.2, -0.4], [0.3, -0.2, -0.6], [0.1, 0.5, -0.2], [-0.3, 0.0, 0.2], [-0.1, -0.1, 0.2], [0.4, 0.0, -0.1], [-0.1, 0.0, 0.0], [0.0, -0.2, 0.0], [0.0, 0.2, 0.0], [-0.1, -0.1, 0.1], [-0.1, -0.2, -0.2], [0.0, 0.0, 0.0], [0.1, -0.1, 0.2], [-0.1, 0.2, 0.0], [0.0, 0.1, 0.0], [0.1, -0.2, 0.0], [0.2, -0.1, -0.3], [0.0, 0.0, 0.2], [-0.1, -0.1, -0.2], [0.0, -0.2, 0.0], [-0.1, -0.2, 0.2], [0.0, 0.0, 0.0], [0.0, 0.0, -0.1], [-0.1, 0.3, 0.0], [0.0, 0.0, 0.0], [0.0, 0.0, 0.0], [-0.1, -0.1, 0.1], [0.1, 0.3, -0.3], [0.0, 0.0, 0.0], [-0.1, 0.0, 0.1], [0.1, 0.1, 0.3], [0.3, -0.1, 0.1], [0.0, 0.0, 0.0], [0.0, 0.0, -0.1], [0.0, 0.0, 0.0], [0.0, -0.2, 0.2], [0.1, -0.1, 0.2], [-0.2, 0.1, 0.0], [0.0, -0.2, 0.0], [-0.1, 0.0, 0.0], [-0.2, 0.1, 0.0], [0.0, 0.2, 0.0], [0.2, -0.2, -0.1], [0.0, 0.2, -0.1], [0.2, 0.1, -0.4], [0.0, 0.1, 0.0], [0.0, 0.0, 0.0], [0.0, 0.0, 0.0], [0.0, 0.0, 0.0], [0.0, -0.2, 0.0], [0.0, 0.0, 0.0], [0.0, 0.1, -0.2], [-0.2, 0.3, 0.6], [0.0, 0.0, -0.1], [0.1, 0.2, -0.3], [0.0, 0.1, -0.2], [0.1, 0.1, -0.1], [0.0, 0.0, 0.0], [0.0, 0.0, -0.1], [0.0, 0.0, 0.0], [-0.1, -0.2, 0.1], [0.1, -0.1, 0.2], [0.0, 0.0, 0.0], [-0.1, -0.1, -0.1], [0.1, -0.1, -0.1], [-0.1, 0.1, -0.1], [-0.1, 0.0, 0.0], [-0.1, 0.1, -0.2], [0.1, 0.0, 0.1], [0.0, 0.0, 0.0], [-0.1, 0.2, 0.2]], "mulliken_charge": [1.14, 1.34, 1.25, 1.16, -0.33, 0.50, -0.69, -0.25, -0.64, -0.65, -0.67, -0.62, -0.30, -0.46, -0.33, -0.40, -0.28, -0.29, -0.64, -0.57, -0.47, -0.38, -0.43, -0.29, 1.01, -0.13, 0.22, -0.43, -0.64, -0.69, -0.53, -0.98, 0.71, -1.04, -0.25, -0.29, -0.46, -0.73, -1.96, -1.64, -0.79, -0.30, -0.51, -0.53, -1.00, -0.78, -1.01, 1.12, -0.32, -0.72, -0.66, -0.46, -0.25, -0.36, -0.62, -0.92, -0.54, 0.44, 0.28, 0.39, 0.34, 0.29, 0.32, 0.29, 0.32, 0.33, 0.41, 0.35, 0.31, 0.30, 0.30, 0.51, 0.38, 0.39, 0.31, 0.32, 0.24, 0.42, 0.26, 0.35, 0.28, 0.25, 0.53, 0.17, 0.28, 0.33, 0.23, 0.28, 0.14, 0.11, 0.25, 0.29, 0.31, 0.37, 0.42, 0.39, 0.22, 0.28, 0.36, 0.39, 0.40, 0.37, 0.35, 0.18, 0.25, 0.38, 0.81, 0.41, 0.36, -0.02, 0.14, 0.34, 0.18, 0.38, 0.29, 0.40, 0.31, 0.34, 0.31, 0.36, 0.22, 0.32]}

---

Question: The highest charge belongs to which entry?
Answer: C30H65N3O18PS5